# B4BeH16

A structure of composition B4BeH16 in a non-equilibrium geometry (ωB97M-V/def2-TZVPD, the OMol25 dataset).

ORCA input file:
```
! wB97M-V def2-TZVPD RIJCOSX def2/J DEFGRID3
* xyz -2 1
Be -0.600 -0.308 0.192
B 0.463 0.974 1.969
H -0.309 1.721 1.579
H -0.072 -0.014 2.266
H 1.280 0.749 1.203
H 0.929 1.436 2.909
B -1.294 -2.578 0.485
H -2.172 -1.825 0.379
H -1.711 -3.639 0.572
H -0.682 -2.524 -0.483
H -0.634 -2.270 1.373
B -0.329 2.246 -0.893
H -1.190 1.560 -0.494
H -0.303 2.306 -2.041
H -0.381 3.323 -0.493
H 0.692 1.838 -0.614
B 1.282 -0.617 -1.563
H 0.284 -0.298 -2.052
H 2.004 -0.648 -2.453
H 1.635 0.180 -0.829
H 1.109 -1.611 -1.011
*
```

The total energy comes out at -123.4355 hartree. Its frontier orbital gap is 7.022 eV. The value obtained for the relative energy (zero: lowest compared OMol25 entry of this formula, charge and spin) is 178.6 kJ/mol.

=====

# C2HF2O2

A cluster of 2 separate species, C2HF2O2 in total in a non-equilibrium geometry (ωB97M-V/def2-TZVPD, the OMol25 dataset).

ORCA input file:
```
! wB97M-V def2-TZVPD RIJCOSX def2/J DEFGRID3
* xyz -1 1
C 1.007 -1.046 1.201
C -0.787 0.313 -0.808
O 0.844 -2.114 0.769
O 1.370 -0.041 1.677
F 0.298 0.902 -1.563
F -1.019 1.440 0.087
H -1.713 0.547 -1.364
*
```

The total energy comes out at -427.0150 hartree. Its frontier orbital gap is 5.929 eV. The value obtained for the relative energy (zero: lowest compared OMol25 entry of this formula, charge and spin) is 72.8 kJ/mol.

=====

# C3H2S3

An isolated molecule of C3H2S3 in a non-equilibrium geometry (ωB97M-V/def2-TZVPD, the OMol25 dataset).

ORCA input file:
```
! wB97M-V def2-TZVPD RIJCOSX def2/J DEFGRID3
* xyz 0 1
S -1.083 2.102 -0.316
C 0.247 1.413 0.325
C 0.515 -0.038 -0.123
S 2.223 -0.344 -0.159
C -0.568 -1.249 -0.351
S -2.188 -1.114 0.014
H 0.820 1.547 1.252
H 0.035 -2.317 -0.642
*
```

The structure (SMILES) is S=CC(=S)C=S. The total energy comes out at -1309.9381 hartree. Its frontier orbital gap is 6.415 eV. The value obtained for the relative energy (zero: lowest compared OMol25 entry of this formula, charge and spin) is 330.3 kJ/mol.

=====

# C4H8ClNO

An isolated molecule of C4H8ClNO in a non-equilibrium geometry (ωB97M-V/def2-TZVPD, the OMol25 dataset).

ORCA input file:
```
! wB97M-V def2-TZVPD RIJCOSX def2/J DEFGRID3
* xyz 0 1
C 1.759 -1.492 0.489
C 1.696 -0.252 -0.056
Cl 3.219 0.437 -0.566
N 0.528 0.319 -0.453
C -0.881 -0.007 -0.042
C -1.531 1.275 0.458
O -1.688 -0.350 -1.148
H 2.681 -1.898 0.647
H 0.790 -1.989 0.799
H 0.429 1.170 -0.963
H -0.739 -0.782 0.649
H -1.222 2.088 -0.362
H -0.911 1.496 1.471
H -2.689 1.232 0.484
H -1.441 -1.246 -1.407
*
```

The structure (SMILES) is C=C(Cl)N[C@@H](C)O. The total energy comes out at -747.3360 hartree. Its frontier orbital gap is 8.945 eV. The value obtained for the relative energy (zero: lowest compared OMol25 entry of this formula, charge and spin) is 164.2 kJ/mol.

=====

# C20H25Br2Cl10O6P

A cluster of 6 separate species, C20H25Br2Cl10O6P in total in a non-equilibrium geometry (ωB97M-V/def2-TZVPD, the OMol25 dataset).

ORCA input file:
```
! wB97M-V def2-TZVPD RIJCOSX def2/J DEFGRID3
* xyz 0 1
C 4.871 1.431 1.820
C 4.663 0.228 1.942
C 4.282 -1.302 1.921
C 2.964 -1.579 1.030
C 2.156 -2.730 1.789
O 1.598 -2.206 3.027
P -0.041 -1.930 2.957
O -0.742 -2.849 3.909
O -0.268 -0.351 3.582
O -1.215 0.325 2.847
C -0.890 1.731 2.933
O -0.957 2.348 3.973
C -0.488 2.385 1.568
C 0.017 1.472 0.491
C 0.412 1.905 -0.884
C 0.319 3.378 -1.207
C -0.152 4.313 -0.115
C -0.570 3.850 1.267
O -0.679 -1.907 1.405
C -1.472 -3.050 1.120
Br -0.867 -4.909 1.377
C -2.750 -2.881 0.594
C -3.317 -1.440 0.306
Br -3.935 -4.405 0.145
H 4.683 2.522 1.621
H 4.156 -1.681 2.988
H 5.196 -1.838 1.514
H 2.365 -0.638 0.869
H 3.363 -1.990 0.045
H 1.429 -3.287 1.132
H 2.944 -3.497 2.101
H 0.105 0.377 0.735
H 0.745 1.104 -1.615
H 0.604 3.673 -2.239
H -0.191 5.414 -0.361
H -0.926 4.583 2.057
H -3.645 -0.891 1.239
H -4.247 -1.551 -0.341
H -2.590 -0.799 -0.274
Cl 1.100 0.984 -4.268
C 2.638 0.114 -4.201
Cl 3.461 0.384 -2.660
H 2.446 -0.951 -4.317
H 3.276 0.463 -5.009
Cl -3.869 -6.202 -3.024
C -2.531 -6.957 -2.157
Cl -1.111 -5.915 -2.181
H -2.829 -7.123 -1.124
H -2.288 -7.906 -2.629
Cl -2.007 -6.820 4.331
C -2.225 -5.405 5.370
Cl -3.892 -5.285 5.948
H -1.560 -5.490 6.226
H -1.983 -4.509 4.801
Cl 0.980 6.953 -4.792
C 1.978 6.642 -3.368
Cl 1.164 5.540 -2.245
H 2.917 6.193 -3.685
H 2.173 7.585 -2.860
Cl -2.787 6.059 -6.553
C -3.033 7.002 -5.078
Cl -2.217 6.259 -3.698
H -2.631 8.002 -5.228
H -4.099 7.060 -4.869
*
```

The structure (SMILES) is C#CCCCO[P@@](=O)(OOC(=O)c1ccccc1)O/C(Br)=C(\C)Br.ClCCl.ClCCl.ClCCl.ClCCl.ClCCl. The total energy comes out at -11319.5449 hartree. Its frontier orbital gap is 8.747 eV.

=====

# C9H12AlB2BrCl3MgNO17S2

A structure of composition C9H12AlB2BrCl3MgNO17S2 in a non-equilibrium geometry (ωB97M-V/def2-TZVPD, the OMol25 dataset).

ORCA input file:
```
! wB97M-V def2-TZVPD RIJCOSX def2/J DEFGRID3
* xyz 0 1
C -5.110 -2.312 0.376
B -3.647 -2.884 0.226
O -3.160 -3.168 -1.017
C -2.842 -3.111 1.557
O -3.869 -3.419 2.503
S -3.729 -2.556 3.834
O -3.646 -3.391 4.946
O -4.678 -1.476 3.771
O -2.294 -1.841 3.444
C -2.039 -1.934 2.086
S -2.362 -0.274 1.373
H -5.154 -1.682 1.324
H -5.371 -1.794 -0.551
H -5.799 -3.154 0.500
H -2.875 -4.090 -0.974
H -2.243 -4.030 1.548
H -0.982 -2.104 1.895
H -1.854 -0.196 0.110
N -2.918 -0.839 -2.641
O -3.386 -0.101 -1.731
O -1.683 -0.833 -2.849
O -3.669 -1.542 -3.313
Al -5.530 -0.130 2.246
B 2.018 1.547 -2.204
O 2.225 0.170 -2.605
C 3.514 -0.165 -2.397
O 3.996 -1.214 -2.630
C 4.213 1.027 -1.818
O 5.347 1.110 -1.504
O 3.305 2.027 -1.712
O 1.503 2.389 -3.373
C 0.258 2.889 -2.984
O -0.420 3.559 -3.656
C -0.046 2.418 -1.593
O -1.042 2.680 -0.954
O 0.958 1.646 -1.121
O 6.456 -1.214 -3.875
H 5.912 -2.018 -3.833
Mg 0.215 3.252 0.666
Cl 5.036 4.769 2.555
C 5.817 3.165 2.577
C 5.465 2.349 1.361
Cl 3.748 1.854 1.365
H 5.525 2.661 3.496
H 6.891 3.333 2.605
H 6.055 1.435 1.341
H 5.655 2.894 0.442
Br 2.481 4.050 -2.976
Cl -6.245 0.247 4.169
*
```

The total energy comes out at -6926.8193 hartree. Its frontier orbital gap is 1.554 eV.

=====

# C4H13N2

A cluster of 2 separate species, C4H13N2 in total in a non-equilibrium geometry (ωB97M-V/def2-TZVPD, the OMol25 dataset).

ORCA input file:
```
! wB97M-V def2-TZVPD RIJCOSX def2/J DEFGRID3
* xyz 1 1
C 1.496 -0.030 -1.833
C 0.777 0.457 1.210
C 0.048 0.045 -1.190
C 0.197 -0.415 0.227
N -2.155 0.334 0.797
N -0.127 -1.596 0.553
H 2.175 0.606 -1.299
H 1.291 0.197 -2.867
H 1.834 -0.996 -1.998
H 0.066 0.512 2.092
H 1.018 1.404 0.824
H 1.680 0.145 1.558
H -0.276 1.023 -1.383
H -0.416 -0.818 -1.736
H -2.039 1.243 1.300
H -2.958 0.049 1.289
H -0.719 -2.105 -0.089
H -0.109 -1.972 1.457
H -2.303 0.297 -0.204
*
```

The total energy comes out at -269.4370 hartree. Its frontier orbital gap is 10.358 eV. The value obtained for the relative energy (zero: lowest compared OMol25 entry of this formula, charge and spin) is 167.1 kJ/mol.